#A
# C9H14

2 unconnected molecules or ions with the total composition C9H14 (ωB97M-V with the def2-TZVPD basis set, the OMol25 dataset).

Properties
Orbital gap (spin up / spin down) (eV): 2.79 / 6.83
Net charge: -1
Highest occupied orbital energy (spin up / spin down) (eV): 0.95 / -3.19
Spin multiplicity: 2

Geometry (Å):
H  1.8568  -0.9681  -3.7265
H  3.2387  -0.1064  -1.5927
H  -1.8499  -0.0581  -1.1227
H  0.9421  -1.6756  1.7992
H  -1.1009  2.0669  2.4738
H  3.8611  -1.6587  -1.6107
C  2.0810  -1.4889  -2.7979
C  -0.2278  0.0816  2.3826
H  -0.3827  -2.0188  -0.2164
H  4.1267  -0.6008  -3.0663
C  3.4430  -0.9094  -2.2851
C  -0.9957  1.1322  1.9318
C  -1.2582  -0.0225  -0.2072
H  -3.2496  2.4922  0.3591
C  -1.5168  1.1189  0.5901
H  -2.1967  2.3733  -1.0555
C  -2.2044  2.3241  0.0348
H  -1.6431  3.2250  0.3440
H  1.3364  -1.2471  -2.0556
C  0.1542  -0.9788  1.5409
H  0.1337  0.1021  3.4132
C  -0.5553  -1.0936  0.2769
H  2.1476  -2.5727  -2.8419

=====

#B
# C9H14

2 unconnected molecules or ions with the total composition C9H14 (ωB97M-V with the def2-TZVPD basis set, the OMol25 dataset).

Properties
Orbital gap (spin up / spin down) (eV): 2.87 / 7.11
Net charge: -1
Highest occupied orbital energy (spin up / spin down) (eV): 1.02 / -3.33
Spin multiplicity: 2

Geometry (Å):
H  0.2021  0.8469  2.9040
C  0.2813  -2.0511  -0.9044
H  -1.0760  0.7974  -1.7091
C  -0.4299  2.8500  -1.5556
H  -1.2817  3.2547  -1.0096
C  1.0462  -0.3322  0.7038
C  0.3662  -0.9408  1.7342
H  -1.2956  1.6938  -3.1821
H  1.5321  0.6339  0.8088
H  -0.7576  -0.5231  3.5628
H  1.6709  -0.4786  -1.3957
C  -0.3019  -2.1773  1.4447
C  1.0314  -0.8693  -0.6067
H  0.3157  1.2476  -2.7337
C  -0.6385  1.5750  -2.3245
C  0.1546  -0.2223  3.0415
H  0.3091  -2.4264  -1.9244
H  0.9482  -0.4624  3.7531
C  -0.4523  -2.6375  0.0959
H  -0.0100  3.6592  -2.1735
H  -1.0952  -3.4968  0.0271
H  -0.8660  -2.6550  2.2375
H  0.3467  2.7143  -0.7939

=====

#C
# C9H14

2 unconnected molecules or ions with the total composition C9H14 (ωB97M-V with the def2-TZVPD basis set, the OMol25 dataset).

Properties
Orbital gap (spin up / spin down) (eV): 2.93 / 7.09
Net charge: -1
Highest occupied orbital energy (spin up / spin down) (eV): 0.90 / -3.29
Spin multiplicity: 2

Geometry (Å):
H  -0.1683  -1.3708  2.1583
H  1.5271  3.5022  0.2187
H  -0.8595  3.1682  0.2621
H  -1.6195  -2.4460  -2.6130
C  -0.6835  2.1997  0.7607
H  1.8900  3.1315  2.0230
H  1.3621  -1.9727  -1.8773
H  1.8215  0.1742  1.9167
C  0.6963  1.7572  1.0955
H  -0.8357  -2.7548  -0.9361
C  -1.5352  0.0552  1.4962
H  2.8362  2.3365  0.8279
H  -2.7919  1.6930  1.0099
C  -0.7217  -2.9091  -2.0055
C  1.7924  2.6939  1.0052
C  0.8611  0.4275  1.5313
H  0.6683  -2.8163  -3.5168
C  -1.8036  1.3473  1.0383
H  -2.4736  -0.4497  2.0127
C  0.5182  -2.1342  -2.6911
H  0.4114  -1.2140  -3.2133
C  -0.3042  -0.4254  1.7054
H  -0.5879  -3.9934  -2.2086

=====

#D
# C9H14

2 unconnected molecules or ions with the total composition C9H14 (ωB97M-V with the def2-TZVPD basis set, the OMol25 dataset).

Properties
Orbital gap (spin up / spin down) (eV): 2.76 / 6.99
Net charge: -1
Highest occupied orbital energy (spin up / spin down) (eV): 0.97 / -3.31
Spin multiplicity: 2

Geometry (Å):
C  -1.1222  0.0899  1.5816
C  0.0815  -0.6774  1.0984
C  -0.7838  2.5517  -1.6303
H  -2.2341  1.5436  -2.9717
H  -0.8009  3.4319  -2.2687
H  3.2885  -2.7561  0.2034
H  3.1353  -0.3208  -0.4759
H  -2.6920  1.6612  -1.2832
H  1.1870  0.9814  0.5442
C  0.1576  -2.0559  1.3826
C  1.1483  -0.1096  0.4160
H  0.2239  2.1356  -1.7139
C  2.2718  -0.8309  -0.0662
C  1.3144  -2.8031  0.9512
H  -1.0124  0.4431  2.6184
H  1.4218  -3.8541  1.2093
C  -1.8500  1.5064  -1.9534
C  2.3455  -2.2190  0.2437
H  -0.6579  -2.5631  1.8917
H  -1.9220  -0.6513  1.6252
H  -1.3054  1.0226  1.0468
H  -1.4038  0.5202  -1.8354
H  -0.7912  2.9537  -0.6136

=====

On energetic grounds, #B is preferred over the next structure by 0.0063 hartree.

=====

#A
# C5H10N3S

A gas-phase ion, C5H10N3S (charge +1) (ωB97M-V with the def2-TZVPD basis set, the OMol25 dataset).

Properties
SMILES string: CSCc1c[nH]c(=[NH2+])[nH]1
Orbital gap (eV): 9.19
Net charge: +1
Highest occupied orbital energy (eV): -12.17

Geometry (Å):
H  -1.2909  0.0016  -2.1947
H  3.8319  1.2396  0.6707
N  2.9535  1.4025  0.3500
H  -2.7093  -1.0840  1.4450
H  2.6853  2.3178  0.2536
C  2.0670  0.4804  0.0037
C  0.0986  -0.4150  -0.6030
H  -2.8120  0.6592  2.1722
C  0.9963  -1.4068  -0.6385
H  0.9535  -2.5322  -0.5873
H  -1.8197  -1.4330  -1.1684
N  0.7945  0.7206  -0.2639
H  -4.3104  0.0337  1.1944
N  2.2345  -0.8348  -0.1455
S  -2.6135  0.7908  -0.2638
H  3.1339  -1.2347  -0.3859
H  0.4880  1.6664  -0.0450
C  -3.2122  -0.0011  1.3235
C  -1.4691  -0.3711  -1.1171

=====

#B
# C5H10N3S

A gas-phase ion, C5H10N3S (charge +1) (ωB97M-V with the def2-TZVPD basis set, the OMol25 dataset).

Properties
SMILES string: C[C@@H]([NH3+])c1c[nH][nH]c1=S
Orbital gap (eV): 9.28
Net charge: +1
Highest occupied orbital energy (eV): -12.13

Geometry (Å):
C  0.5256  -0.4074  -0.2360
S  2.1987  2.0133  -0.5754
C  -0.7125  0.4040  -0.3107
N  2.2238  -1.7282  0.4735
C  -1.8623  -0.5646  0.0822
H  2.7312  -2.5769  0.5861
N  2.7950  -0.5387  0.2669
H  -0.9280  0.7323  -1.3186
C  1.9870  0.4103  -0.2260
H  -1.5970  -1.0626  0.9109
H  -2.1931  -1.1920  -0.6637
H  3.8102  -0.6399  0.2758
H  0.4762  1.9979  0.1575
C  0.8819  -1.6442  0.1547
N  -0.5046  1.6025  0.4822
H  -1.3023  2.1583  0.5281
H  -2.8384  0.0337  0.3064
H  -0.2746  1.3080  1.4370
H  0.0890  -2.3969  0.2744

=====

On energetic grounds, #A is preferred over the next structure by 0.0562 hartree.

=====

#A
# C4H11N2O2

A gas-phase ion, C4H11N2O2 (charge +1) (ωB97M-V with the def2-TZVPD basis set, the OMol25 dataset).

Properties
SMILES string: C[C@H]1[NH2+][C@H](O)O[C@@H]1N
Orbital gap (eV): 11.01
Net charge: +1
Highest occupied orbital energy (eV): -13.84

Geometry (Å):
H  1.6685  1.2639  1.1705
C  -0.7317  0.8252  -1.6546
C  -0.1351  -0.3085  -0.6700
O  0.5579  -0.4232  1.6951
C  -0.7011  -0.0351  1.0861
H  -0.5953  -1.3620  -0.6887
H  -1.7176  0.5917  -1.9265
H  -0.9053  1.0025  1.4450
H  1.5909  0.5953  -1.2179
H  -0.5968  1.7644  -1.1817
H  -1.6060  -1.8205  1.4026
H  -2.1937  -0.4092  2.2799
H  2.7807  -1.0284  2.0902
N  -1.6854  -0.8724  1.5076
N  1.2583  -0.1888  -0.5445
H  -0.3448  0.6025  -2.6415
O  2.8001  -0.3213  1.4239
H  1.9050  -0.8862  -0.7202
C  1.5871  0.1512  1.1617

=====

#B
# C4H11N2O2

A molecular structure, C4H11N2O2 (ωB97M-V with the def2-TZVPD basis set, the OMol25 dataset).

Properties
Orbital gap (eV): 3.70
Net charge: +1
Highest occupied orbital energy (eV): -12.70

Geometry (Å):
C  2.2941  0.5280  0.7325
H  -1.0412  -0.4939  0.8167
H  -3.9347  0.9610  1.0093
N  -1.9384  -0.7657  -0.9872
N  1.7133  1.8327  0.3602
O  -3.2260  0.4476  0.5840
C  1.6946  -0.6751  -0.0695
H  1.1310  2.2437  1.0724
C  0.4532  -0.4569  -0.8166
H  2.3397  -1.4831  -0.3271
C  -0.7931  -1.0150  -0.1052
H  3.3813  0.5896  0.4900
H  -2.6641  -1.4377  -0.8373
O  0.1478  0.9517  -0.9914
H  -2.4101  0.1247  -0.7887
H  0.4393  -0.8978  -1.7709
H  -0.6852  -2.1410  0.1428
H  2.2085  0.3162  1.8397
H  0.8900  1.3711  -0.3536

=====

#C
# C4H11N2O2

A gas-phase ion, C4H11N2O2 (charge +1) (ωB97M-V with the def2-TZVPD basis set, the OMol25 dataset).

Properties
SMILES string: NC(=O)[C@@H]([NH3+])CCO
Orbital gap (eV): 10.85
Net charge: +1
Highest occupied orbital energy (eV): -14.24

Geometry (Å):
H  0.1118  1.0111  -2.6923
H  1.3241  -1.9498  0.4406
H  -0.0512  -0.7427  -1.3035
C  0.0084  0.1958  -0.7458
H  -3.0801  -0.0903  0.5582
O  1.7008  -1.1118  2.2953
H  0.8397  0.9930  1.0688
H  1.3708  1.5109  -1.7188
C  0.9134  -1.2120  1.1381
H  -0.1879  2.0922  -1.4864
H  -0.1154  -1.5081  1.3603
C  -1.4364  0.6111  -0.3716
C  0.9588  0.1418  0.4087
N  0.3778  1.2523  -1.7417
N  -2.2467  -0.3571  0.0582
O  -1.7233  1.7836  -0.4839
H  1.2224  -1.4834  3.0463
H  2.0025  0.1917  0.0589
H  -1.9897  -1.3286  0.1109

=====

#D
# C4H11N2O2

A gas-phase ion, C4H11N2O2 (charge +1) (ωB97M-V with the def2-TZVPD basis set, the OMol25 dataset).

Properties
SMILES string: [NH3+]CCNCC(=O)O
Orbital gap (eV): 10.85
Net charge: +1
Highest occupied orbital energy (eV): -13.92

Geometry (Å):
C  1.0433  -1.1171  0.5269
C  1.2663  -0.5683  -0.9386
H  -1.4967  1.0075  -1.7336
N  0.3521  0.5616  -1.0662
C  -1.0895  0.2109  -1.0890
C  -1.8390  0.4641  0.2012
H  1.7501  -1.8951  0.8392
O  -2.7380  1.4292  -0.0525
H  -3.1228  1.8055  0.7569
H  0.2313  0.4457  1.5912
H  -1.2780  -0.7364  -1.6228
H  2.3121  -0.2451  -0.9775
H  0.6201  1.0703  -1.9031
N  1.1736  0.0251  1.4929
H  1.2847  -0.3940  2.4214
H  1.8890  0.6856  1.2069
O  -1.5990  0.1877  1.3578
H  1.2164  -1.4077  -1.6558
H  0.0238  -1.5293  0.6445

=====

On energetic grounds, #C is preferred over the next structure by 0.0101 hartree.

=====

#A
# C4H11N2O2

2 unconnected molecules or ions with the total composition C4H11N2O2 (ωB97M-V with the def2-TZVPD basis set, the OMol25 dataset).

Properties
Orbital gap (eV): 4.04
Net charge: +1
Highest occupied orbital energy (eV): -13.91

Geometry (Å):
H  -0.5117  2.0996  0.6766
C  1.6429  -0.4480  0.0657
C  -1.2727  0.3425  1.0456
H  -1.6299  -0.4410  -0.8908
H  -2.4097  0.5116  1.1116
H  -0.8549  0.9679  -2.4599
H  0.1418  -0.8713  -2.2519
H  2.2490  0.8724  1.3719
H  -1.1706  2.0749  2.1292
H  -1.0601  -0.3564  1.8822
N  0.4839  -1.6737  -1.6958
C  -0.7336  -0.0902  -0.3305
H  0.0934  -2.0027  0.3610
C  0.3910  -1.1999  -0.3264
N  -0.5565  1.5703  1.5062
O  1.7147  0.0476  1.4262
O  2.5189  -0.2253  -0.7360
H  1.3758  -2.0112  -2.0138
H  -0.4117  0.8330  -0.8711

=====

#B
# C4H11N2O2

4 unconnected molecules or ions with the total composition C4H11N2O2 (ωB97M-V with the def2-TZVPD basis set, the OMol25 dataset).

Properties
Orbital gap (eV): 5.47
Net charge: +1
Highest occupied orbital energy (eV): -14.36

Geometry (Å):
H  -2.3598  -1.2778  -0.8420
H  -2.4867  -0.1916  0.4618
O  1.3688  -2.0556  -0.1404
H  1.8476  1.1101  -2.4660
H  0.5987  -1.9011  0.6092
N  1.1956  1.1505  -0.2850
H  2.0964  1.3673  0.2465
C  -2.1165  -0.2489  -0.5571
C  0.0874  0.6415  0.2803
C  -0.6281  0.0254  -0.6995
N  0.0411  0.1904  -1.9376
H  -0.2881  1.0334  1.2390
H  -0.6077  -0.3045  2.7238
C  1.1486  0.8169  -1.6574
H  -2.5737  0.4335  -1.2515
H  -0.4447  -1.6227  1.6113
H  -1.3363  0.0777  4.0163
H  1.5937  -2.9938  -0.2291
O  -0.8244  0.4898  3.2956

=====

On energetic grounds, #B is preferred over the next structure by 0.0375 hartree.

=====

#A
# C7H10OS

C7H10OS in the gas phase (ωB97M-V with the def2-TZVPD basis set, the OMol25 dataset).

Properties
SMILES string: Cc1occc1[C@@H](C)S
Orbital gap (eV): 9.19
Net charge: 0
Highest occupied orbital energy (eV): -8.26

Geometry (Å):
C  -1.3604  0.1823  0.2614
H  -2.6820  1.4605  -0.9839
H  2.5177  -2.6754  -0.4334
H  1.6272  2.2489  0.2114
H  -1.5354  0.2598  -1.7880
C  1.8703  -1.9047  -0.1165
C  0.1529  -0.4364  0.1108
H  -0.0428  -2.5120  -0.9054
H  -1.1086  1.8028  -1.2891
S  -2.5509  -1.1170  0.6600
H  -3.1285  -1.3756  -0.4887
H  -1.4735  0.5964  1.2068
C  1.6562  1.5422  1.0258
H  0.8936  1.6942  1.6957
H  2.6792  1.4397  1.3370
O  2.3272  -0.7112  0.4253
C  1.3468  0.2073  0.4255
C  0.5026  -1.7324  -0.4061
C  -1.6913  1.0306  -0.9488

=====

#B
# C7H10OS

C7H10OS in the gas phase (ωB97M-V with the def2-TZVPD basis set, the OMol25 dataset).

Properties
SMILES string: CCCC1=CCC(=O)S1
Orbital gap (eV): 9.40
Net charge: 0
Highest occupied orbital energy (eV): -8.62

Geometry (Å):
S  1.2087  -1.7764  -1.2497
C  -2.0696  2.4194  -0.7796
H  -0.6908  1.6063  0.8818
H  0.6076  0.0622  1.8498
C  1.4976  -2.0336  1.3840
H  -2.3810  1.7860  -1.6695
H  0.5866  1.4492  -1.2388
C  0.5761  -0.4909  -0.2665
H  -0.5828  0.3248  -1.7681
H  2.5843  -1.9079  1.8442
H  1.0223  -2.7623  1.9601
O  2.3524  -3.8000  0.0406
C  -0.0608  0.6820  -0.9388
C  -1.1515  1.3403  -0.1070
C  1.7969  -2.7391  0.0758
H  -2.9082  2.7427  -0.1153
H  -1.4114  3.2816  -1.0877
H  -1.7826  0.5129  0.0670
C  0.8061  -0.6975  1.1178

=====

On energetic grounds, #B is preferred over the next structure by 0.0316 hartree.